No. 1
The following is a DFT calculation (ωB97M-V/def2-TZVPD) of C27H34N7O2PS6Ti as an isolated structure.

The geometry in XYZ format:
```
78
Properties=species:S:1:pos:R:3
Ti 0.539 0.830 0.130
C 1.453 -3.368 -0.542
C 1.477 -1.879 -0.460
N 0.616 -1.220 0.306
N -0.287 -1.954 1.049
C -0.773 -1.378 2.163
N -1.809 -2.031 2.737
S -0.113 0.032 2.789
C 2.450 -1.052 -1.096
C 3.537 -1.534 -1.863
C 4.495 -0.675 -2.315
C 4.405 0.705 -2.003
C 3.330 1.126 -1.277
N 2.345 0.308 -0.840
H 1.558 -3.798 0.457
H 0.502 -3.718 -0.955
H 2.249 -3.762 -1.168
H -0.825 -2.645 0.538
H -2.376 -2.648 2.175
H -2.294 -1.522 3.457
H 3.613 -2.590 -2.080
H 5.332 -1.054 -2.888
H 5.164 1.411 -2.306
H 3.216 2.172 -1.017
S -7.082 -0.934 1.314
C -5.534 -0.733 0.763
S -4.738 -1.812 -0.310
C -3.220 -0.960 -0.506
C -3.134 0.208 0.172
S -1.895 1.460 0.270
S -4.558 0.627 1.108
S -2.058 -1.762 -1.550
C 0.479 0.656 -5.681
N 0.426 1.898 -4.801
C -0.989 2.477 -4.878
N -1.948 1.510 -4.504
C -1.831 0.308 -5.326
N -0.493 -0.288 -5.266
C -0.212 -0.905 -3.954
P -0.419 0.280 -2.523
C 0.775 1.520 -3.382
C -1.930 1.205 -3.060
H 1.489 0.257 -5.598
H 0.285 0.991 -6.701
H 1.084 2.591 -5.159
H -1.125 2.798 -5.912
H -1.008 3.334 -4.207
H -2.045 0.566 -6.365
H -2.556 -0.426 -4.979
H 0.814 -1.282 -3.949
H -0.886 -1.748 -3.830
H 1.768 1.071 -3.422
H 0.826 2.436 -2.795
H -1.984 2.122 -2.474
H -2.807 0.611 -2.814
C 3.244 8.381 1.641
C 2.645 7.032 1.345
C 2.421 6.111 2.353
C 1.894 4.846 2.099
C 1.657 3.940 3.284
C 1.587 4.508 0.774
C 1.737 5.448 -0.260
C 1.362 5.211 -1.705
C 2.278 6.690 0.050
C 1.180 3.105 0.467
O 0.567 2.785 -0.593
O 1.485 2.161 1.263
H 3.625 8.429 2.660
H 2.500 9.171 1.522
H 4.066 8.604 0.960
H 2.660 6.374 3.378
H 1.672 4.539 4.194
H 2.420 3.167 3.362
H 0.700 3.424 3.220
H 2.045 4.503 -2.185
H 1.422 6.156 -2.245
H 0.359 4.804 -1.803
H 2.408 7.412 -0.749
```

Summary:
- ΔE to the lowest compared entry with this formula, charge and spin: 1.1869 eV
- E_LUMO (spin up / spin down): -0.572 / -0.635 eV
- Multiplicity: 3
- Kohn-Sham gap (spin up / spin down): 5.535 / 5.610 eV



No. 2
The following is a DFT calculation (ωB97M-V/def2-TZVPD) of C27H34N7O2PbS as an isolated structure.

The geometry in XYZ format:
```
72
Properties=species:S:1:pos:R:3
Pb -0.512 2.384 0.815
C -2.459 -1.263 3.467
C -2.173 -0.204 2.438
N -1.434 0.809 2.645
C -0.743 1.000 3.917
C 0.692 0.485 3.816
N 0.967 0.415 1.349
C 2.986 0.556 -0.178
C 2.579 1.978 -0.527
N 1.239 1.966 -1.115
C 0.928 2.990 -2.112
C -0.321 2.547 -2.888
N -1.201 1.856 -1.964
C -1.800 0.785 -2.277
C -1.797 0.121 -3.629
C -2.583 0.129 -1.177
C -3.750 -0.569 -1.460
C -4.447 -1.156 -0.420
C -3.935 -1.065 0.863
C -2.760 -0.349 1.064
N -2.106 0.251 0.065
H -1.524 -1.599 3.917
H -2.947 -2.134 3.040
H -3.089 -0.868 4.266
H -1.265 0.520 4.745
H -0.720 2.073 4.107
H 0.727 -0.608 3.773
H 1.212 0.785 4.727
H 0.344 -0.347 1.600
H 3.218 0.016 -1.098
H 3.880 0.570 0.442
H 3.325 2.366 -1.229
H 2.595 2.612 0.361
H 1.054 1.045 -1.502
H 1.757 3.146 -2.811
H 0.758 3.945 -1.606
H -0.028 1.931 -3.743
H -0.843 3.421 -3.282
H -2.398 0.689 -4.341
H -2.181 -0.894 -3.574
H -0.784 0.062 -4.026
H -4.116 -0.636 -2.475
H -5.374 -1.683 -0.604
H -4.451 -1.520 1.695
C -1.371 -3.642 -4.207
C -0.547 -3.158 -3.049
C 0.769 -2.737 -3.228
C 1.549 -2.345 -2.150
C 0.999 -2.353 -0.876
C -0.313 -2.761 -0.673
C -1.075 -3.161 -1.758
S 1.976 -1.841 0.503
O 3.330 -2.212 0.243
O 1.265 -2.248 1.686
N 1.902 -0.194 0.473
C 1.509 1.069 2.634
C 2.965 0.801 2.852
C 3.799 1.812 3.149
C 3.358 3.180 3.158
C 2.084 3.422 2.756
N 1.189 2.466 2.417
H -0.903 -3.402 -5.160
H -2.371 -3.203 -4.197
H -1.501 -4.725 -4.162
H 1.200 -2.744 -4.222
H 2.586 -2.071 -2.294
H -0.715 -2.797 0.330
H -2.090 -3.505 -1.597
H 3.300 -0.230 2.855
H 4.836 1.588 3.372
H 4.023 3.987 3.422
H 1.729 4.445 2.646
```

Summary:
- Charge: +1
- E_LUMO: -3.164 eV
- Multiplicity: 1
- Kohn-Sham gap: 6.031 eV



No. 3
The following is a DFT calculation (ωB97M-V/def2-TZVPD) of C27H34N8O7S2Yb as an isolated structure.

The geometry in XYZ format:
```
79
Properties=species:S:1:pos:R:3
Yb 0.123 0.060 -1.434
C -3.427 -0.088 -1.162
C -2.955 -1.490 -1.498
N -1.710 -1.479 -2.288
C -1.917 -1.349 -3.748
C -2.330 0.043 -4.223
S -1.355 1.433 -3.559
C -2.581 2.411 -2.662
C -2.593 2.204 -1.144
N -2.316 0.806 -0.775
H -3.930 0.359 -2.016
H -4.168 -0.146 -0.361
H -2.750 -2.033 -0.576
H -3.746 -2.029 -2.029
H -1.278 -2.389 -2.147
H -0.980 -1.613 -4.229
H -2.682 -2.061 -4.080
H -2.213 0.062 -5.306
H -3.378 0.257 -4.020
H -2.352 3.455 -2.871
H -3.552 2.213 -3.115
H -1.834 2.832 -0.684
H -3.566 2.528 -0.757
H -2.229 0.761 0.240
O 4.775 0.420 -5.561
C 5.242 0.788 -4.374
O 6.373 1.158 -4.208
C 4.301 0.737 -3.214
C 4.672 1.154 -1.952
N 3.618 0.953 -1.143
N 2.580 0.422 -1.793
C 2.977 0.292 -3.050
C 1.976 -0.263 -3.996
O 2.241 -0.421 -5.176
O 0.855 -0.583 -3.429
H 3.838 0.114 -5.499
H 5.603 1.566 -1.603
H 3.537 1.155 -0.160
N 1.654 -2.879 -2.023
C 2.148 -4.065 -1.643
C 1.880 -4.203 -0.299
C 1.201 -3.030 0.049
N 1.071 -2.222 -1.000
H 1.621 -2.454 -2.937
H 2.643 -4.710 -2.348
H 2.133 -5.032 0.336
H 0.785 -2.732 0.997
O -0.440 1.812 2.789
C -0.161 3.055 2.319
C -0.408 4.141 3.149
C -0.131 5.418 2.698
C 0.379 5.641 1.418
C 0.597 4.564 0.586
C 0.338 3.264 1.026
C 0.533 2.116 0.130
O 0.499 2.254 -1.129
O 0.673 0.934 0.606
H -0.189 1.167 2.090
H -0.813 3.968 4.136
H -0.319 6.259 3.353
H 0.592 6.646 1.084
H 0.972 4.703 -0.420
C -0.295 -0.006 6.276
C -0.507 -1.169 5.366
C -0.416 -2.485 5.719
C -0.644 -3.446 4.718
N -0.943 -3.133 3.465
C -1.044 -1.841 3.122
S -1.480 -1.339 1.555
N -0.806 -0.892 4.078
C -0.558 -4.906 5.030
H -0.215 -0.336 7.307
H -1.120 0.702 6.192
H 0.623 0.518 6.004
H -0.183 -2.769 6.733
H -0.931 0.083 3.815
H -0.403 -5.091 6.090
H 0.265 -5.346 4.467
H -1.471 -5.401 4.700
```

Summary:
- ΔE to the lowest compared entry with this formula, charge and spin: 0.0000 eV
- Charge: +1
- E_LUMO: -2.572 eV
- Multiplicity: 2
- Kohn-Sham gap: 8.469 eV



Number 1 is which compound? C27H34N7O2PS6Ti



Among the records above, which one has the highest multiplicity? C27H34N7O2PS6Ti



Look up the multiplicity of the second one. 1